Entry from OMol25: C11H10ClNO as an isolated structure in a non-equilibrium geometry (ωB97M-V/def2-TZVPD).

Element x y z (Å)
C 0.716537 1.742347 3.329036
C 1.881954 1.678083 2.585406
C -0.535699 1.653313 2.698000
C 1.735617 1.350225 1.220582
C -0.686340 1.257338 1.404246
C 0.497521 1.130575 0.681964
C -0.719302 -2.798053 -1.793077
C 0.006471 -2.133090 -2.697905
C -1.341101 -2.052853 -0.705614
C 0.026500 -0.612288 -2.661184
C -0.864500 -0.064643 -1.631177
N -1.482493 -0.824397 -0.684098
O 0.531496 0.744201 -0.642026
Cl -1.727256 1.353092 -2.093295
H 0.853367 1.776200 4.451186
H 2.859667 1.692121 3.132199
H -1.359944 1.633554 3.457291
H 2.515752 1.177471 0.465350
H -1.640716 0.889405 0.997745
H -0.672089 -3.932883 -1.970196
H 0.459780 -2.434658 -3.629210
H -1.916880 -2.599668 0.095269
H 1.045957 -0.532178 -2.419949
H -0.184301 -0.093213 -3.590542

Forces on atoms 1 to 2 (eV/Å):
0.61 0.51 0.98
0.40 -0.91 -0.34

Summary:
Kohn-Sham gap = 7.037 eV
M = 207.66 g mol⁻¹
2S+1 = 1
Total energy = -1015.22037 a.u.
Total charge = 0
F_max = 4.47 eV Å⁻¹
E_HOMO = -7.734 eV